C27H29N3O4S | ωB97M-V/def2-TZVPD

Geometry as XYZ:
```
64
Properties=species:S:1:pos:R:3
O -1.128 -0.794 2.107
C -0.175 -0.258 2.654
N 0.156 1.038 2.442
C -0.490 1.821 1.410
C 0.326 1.699 0.121
O 1.477 2.122 0.105
N -0.235 1.101 -0.942
C -1.480 0.355 -0.879
C -2.716 1.218 -0.809
C -3.854 0.715 -0.189
C -5.012 1.468 -0.129
C -5.045 2.737 -0.685
C -3.914 3.246 -1.297
C -2.755 2.492 -1.359
C 0.587 0.981 -2.160
C 1.264 -0.398 -2.053
O 0.870 -1.409 -2.596
N 2.320 -0.357 -1.217
C 2.921 -1.552 -0.671
C 2.210 -1.973 0.635
C 0.985 -2.858 0.379
C 1.571 -4.261 0.517
C 2.624 -4.050 1.602
O 3.093 -2.718 1.459
C -0.210 1.281 -3.404
C -0.275 2.608 -3.821
C -1.025 2.967 -4.925
C -1.717 2.000 -5.635
C -1.641 0.677 -5.240
C -0.896 0.316 -4.130
C 0.672 -0.986 3.606
C 0.423 -2.245 4.086
C 1.436 -2.717 4.940
C 2.447 -1.821 5.094
S 2.183 -0.381 4.209
H 1.032 1.392 2.795
H -0.483 2.871 1.712
H -1.515 1.474 1.307
H -1.532 -0.260 -1.780
H -1.461 -0.325 -0.020
H -3.824 -0.270 0.253
H -5.890 1.067 0.355
H -5.949 3.326 -0.637
H -3.931 4.235 -1.731
H -1.878 2.896 -1.840
H 1.366 1.747 -2.063
H 2.500 0.507 -0.719
H 3.972 -1.356 -0.452
H 2.846 -2.343 -1.419
H 1.944 -1.052 1.174
H 0.556 -2.676 -0.603
H 0.223 -2.681 1.138
H 0.831 -5.005 0.800
H 2.044 -4.568 -0.416
H 2.183 -4.165 2.602
H 3.479 -4.724 1.515
H 0.270 3.366 -3.274
H -1.068 4.001 -5.233
H -2.305 2.278 -6.497
H -2.167 -0.084 -5.797
H -0.820 -0.724 -3.854
H -0.464 -2.794 3.827
H 1.417 -3.681 5.418
H 3.342 -1.920 5.676
```

Calculated values
- Calculated total energy: -1909.74862 a.u.
- Structure (SMILES): O=C(NCC(=O)N(Cc1ccccc1)[C@@H](C(=O)NC[C@H]1CCCO1)c1ccccc1)c1cccs1
- LUMO: 0.011 Ha
- Gap between HOMO and LUMO: 9.38 eV
- HOMO: -9.09 eV